(1)
# C18H36N4O6S2

A single C18H36N4O6S2 molecule (ωB97M-V/def2-TZVPD, the OMol25 dataset).

As for the SMILES: S=C1NCCOCCOCCOCCNC(=S)NCCOCCOCCOCCN1. For the max |F|, the calculation gives 0.019 hartree/bohr. The HOMO-LUMO gap comes out at 8.82 eV. The total energy comes out at -2174.2788 a.u.

The geometry in ORCA input format:
```
! RIJCOSX wB97M-V def2-TZVPD def2/J DEFGRID3
* xyz 0 1
S -1.22 -0.25 2.79
C -2.05 -1.18 1.69
N -3.20 -0.79 1.12
C -3.87 0.45 1.42
C -3.13 1.71 0.95
O -2.66 1.51 -0.37
C -2.47 2.67 -1.14
C -1.43 3.68 -0.61
O -0.10 3.25 -0.66
C 0.32 2.44 0.43
C 1.85 2.56 0.53
O 2.45 1.55 1.30
C 2.07 1.48 2.66
C 2.50 0.11 3.19
N 1.88 -0.96 2.44
C 2.32 -1.46 1.28
S 1.44 -2.68 0.55
N 3.51 -1.05 0.80
C 4.10 -1.53 -0.42
C 4.24 -0.42 -1.48
O 3.05 0.25 -1.79
C 2.10 -0.55 -2.47
C 0.92 0.35 -2.86
O -0.26 -0.37 -3.13
C -0.94 -0.81 -1.97
C -2.14 -1.65 -2.43
O -2.80 -2.27 -1.35
C -2.14 -3.41 -0.81
C -2.34 -3.44 0.71
N -1.60 -2.42 1.42
H -3.40 -1.20 0.21
H -4.85 0.40 0.95
H -3.99 0.52 2.51
H -3.82 2.56 0.99
H -2.29 1.90 1.63
H -3.43 3.21 -1.24
H -2.15 2.31 -2.12
H -1.70 4.00 0.40
H -1.47 4.56 -1.27
H -0.16 2.80 1.35
H 0.04 1.39 0.28
H 2.11 3.56 0.92
H 2.27 2.45 -0.47
H 0.98 1.56 2.77
H 2.55 2.29 3.23
H 2.18 0.02 4.23
H 3.59 0.01 3.15
H 0.88 -1.07 2.63
H 3.79 -0.11 1.07
H 3.49 -2.35 -0.80
H 5.11 -1.92 -0.21
H 4.70 -0.85 -2.38
H 4.90 0.37 -1.09
H 2.55 -1.00 -3.36
H 1.74 -1.35 -1.82
H 0.75 1.08 -2.06
H 1.15 0.90 -3.78
H -1.30 0.05 -1.38
H -0.29 -1.42 -1.34
H -2.88 -1.01 -2.90
H -1.80 -2.40 -3.16
H -1.07 -3.39 -1.03
H -2.57 -4.32 -1.25
H -1.99 -4.41 1.08
H -3.40 -3.34 0.94
H -0.60 -2.60 1.53
*
```

---

(2)
# C18H36O18

A 6-piece molecular cluster, C18H36O18 overall in a non-equilibrium geometry (ωB97M-V/def2-TZVPD, the OMol25 dataset).

As for the SMILES: COC(=O)OC.COC(=O)OC.COC(=O)OC.COC(=O)OC.COC(=O)OC.COC(=O)OC. The value obtained for the relative energy (zero: lowest compared OMol25 entry of this formula, charge and spin) is 806.04 kJ/mol. For the max |F|, the calculation gives 0.170 hartree/bohr. The HOMO-LUMO gap comes out at 10.85 eV. The total energy comes out at -2061.5103 a.u.

The geometry in ORCA input format:
```
! RIJCOSX wB97M-V def2-TZVPD def2/J DEFGRID3
* xyz 0 1
C 4.89 -4.32 0.28
O 4.43 -3.01 0.53
C 5.05 -2.29 1.38
O 6.03 -2.68 2.14
O 4.61 -1.04 1.51
C 5.24 -0.09 2.22
H 5.81 -4.47 -0.30
H 4.24 -4.85 -0.35
H 5.01 -5.04 0.98
H 6.35 0.13 2.12
H 5.23 -0.46 3.39
H 4.66 0.86 2.22
C -2.47 -5.26 3.31
O -2.88 -4.29 2.43
C -2.47 -4.40 1.25
O -1.96 -5.39 0.69
O -2.71 -3.35 0.44
C -2.28 -3.37 -0.90
H -2.93 -4.98 4.26
H -1.39 -5.21 3.56
H -2.79 -6.31 3.16
H -2.89 -3.76 -1.59
H -1.33 -3.77 -0.88
H -2.39 -2.35 -1.30
C 0.20 6.99 -1.47
O -0.39 5.76 -1.04
C -0.59 5.55 0.27
O -0.14 6.27 1.11
O -0.93 4.30 0.50
C -1.07 3.99 1.85
H -0.07 7.16 -2.65
H 1.17 6.98 -1.34
H -0.19 7.90 -0.76
H -0.09 4.14 2.45
H -1.35 2.96 1.85
H -1.94 4.60 2.33
C -6.34 -1.57 0.71
O -5.55 -1.06 -0.46
C -6.09 -0.83 -1.63
O -7.26 -1.00 -1.76
O -5.30 -0.47 -2.60
C -5.74 0.08 -3.78
H -5.73 -1.84 1.62
H -6.87 -2.45 0.50
H -6.70 -0.71 1.16
H -4.80 0.23 -4.55
H -6.18 0.91 -3.53
H -6.73 -0.39 -4.22
C 1.98 1.78 1.19
O 3.22 2.48 1.05
C 3.76 2.47 -0.21
O 3.23 2.04 -1.24
O 4.99 2.88 -0.15
C 5.88 2.46 -1.14
H 1.19 2.08 0.39
H 1.63 2.21 2.08
H 1.86 0.75 1.29
H 5.58 2.64 -2.20
H 6.04 1.31 -1.05
H 6.73 3.35 -1.20
C 2.14 -1.13 -1.61
O 0.72 -1.08 -1.91
C -0.17 -0.58 -1.04
O 0.25 -0.25 0.00
O -1.28 -0.27 -1.61
C -2.27 0.49 -0.85
H 2.66 -1.96 -2.09
H 2.35 -1.22 -0.61
H 2.64 -0.25 -2.08
H -2.78 -0.27 -0.36
H -2.82 1.11 -1.65
H -1.85 1.17 -0.07
*
```

---

(3)
# C18H36O18

A 6-piece molecular cluster, C18H36O18 overall in a non-equilibrium geometry (ωB97M-V/def2-TZVPD, the OMol25 dataset).

As for the SMILES: COC(=O)OC.COC(=O)OC.COC(=O)OC.COC(=O)OC.COC(=O)OC.COC(=O)OC. The value obtained for the relative energy (zero: lowest compared OMol25 entry of this formula, charge and spin) is 862.27 kJ/mol. For the max |F|, the calculation gives 0.228 hartree/bohr. The HOMO-LUMO gap comes out at 10.53 eV. The total energy comes out at -2061.4889 a.u.

The geometry in ORCA input format:
```
! RIJCOSX wB97M-V def2-TZVPD def2/J DEFGRID3
* xyz 0 1
C 0.45 1.81 2.07
O 1.57 2.66 1.70
C 1.46 3.98 1.70
O 0.51 4.59 2.15
O 2.65 4.56 1.43
C 2.68 5.96 1.37
H 0.43 1.99 3.13
H 0.63 0.92 1.56
H -0.49 2.13 1.63
H 3.73 6.17 0.97
H 2.53 6.40 2.42
H 1.98 6.30 0.54
C -0.51 -0.38 -1.14
O -1.03 -1.72 -0.89
C -1.45 -2.07 0.38
O -0.97 -1.57 1.43
O -2.40 -3.04 0.32
C -2.82 -3.48 1.70
H -0.33 -0.36 -2.30
H 0.50 -0.31 -0.76
H -1.05 0.50 -0.73
H -3.55 -2.69 2.10
H -2.20 -3.67 2.47
H -3.57 -4.03 1.38
C 3.52 -5.46 -0.52
O 3.31 -5.01 -1.79
C 2.73 -3.78 -2.02
O 2.40 -3.02 -1.17
O 2.51 -3.66 -3.24
C 2.10 -2.42 -3.84
H 3.64 -6.56 -0.44
H 2.76 -5.16 0.10
H 4.37 -5.04 0.00
H 1.71 -2.60 -4.92
H 2.88 -1.62 -4.07
H 1.56 -1.84 -3.40
C -0.98 -1.67 4.70
O 0.12 -0.80 4.75
C 0.05 0.23 5.62
O -0.94 0.38 6.38
O 1.06 0.97 5.82
C 1.06 2.07 6.81
H -0.63 -2.56 4.32
H -1.77 -1.33 4.02
H -1.44 -1.95 5.74
H 2.07 2.19 6.76
H 0.83 1.71 7.91
H 0.45 2.93 6.70
C -2.45 0.56 -4.13
O -1.80 -0.54 -4.45
C -2.10 -1.83 -4.22
O -3.20 -2.20 -3.69
O -1.04 -2.64 -4.47
C -1.13 -3.97 -4.35
H -2.68 0.30 -3.15
H -3.47 1.00 -4.64
H -1.78 1.49 -4.10
H -2.01 -4.43 -4.86
H -1.09 -4.29 -3.19
H -0.09 -4.29 -4.64
C 1.67 3.17 -1.66
O 0.38 2.70 -2.00
C -0.72 3.36 -1.59
O -0.74 4.25 -0.84
O -1.93 2.77 -1.91
C -3.16 3.42 -1.55
H 2.20 2.70 -2.53
H 1.87 2.67 -0.78
H 1.79 4.41 -1.75
H -3.46 4.30 -2.07
H -3.14 3.56 -0.45
H -4.04 2.85 -1.82
*
```

---

(4)
# C18H36O18

A 6-piece molecular cluster, C18H36O18 overall in a non-equilibrium geometry (ωB97M-V/def2-TZVPD, the OMol25 dataset).

As for the SMILES: COC(=O)OC.COC(=O)OC.COC(=O)OC.COC(=O)OC.COC(=O)OC.COC(=O)OC. The value obtained for the relative energy (zero: lowest compared OMol25 entry of this formula, charge and spin) is 439.66 kJ/mol. For the max |F|, the calculation gives 0.104 hartree/bohr. The HOMO-LUMO gap comes out at 11.06 eV. The total energy comes out at -2061.6498 a.u.

The geometry in ORCA input format:
```
! RIJCOSX wB97M-V def2-TZVPD def2/J DEFGRID3
* xyz 0 1
C 0.99 0.48 -0.95
O 1.09 0.35 0.48
C 0.98 1.52 1.24
O 1.42 2.63 0.95
O 0.13 1.17 2.26
C -0.23 2.11 3.16
H 1.01 1.51 -1.31
H 0.16 -0.08 -1.38
H 1.87 0.03 -1.39
H -0.76 1.62 3.98
H -0.97 2.69 2.60
H 0.56 2.77 3.53
C -2.84 -0.34 1.83
O -3.77 0.28 2.78
C -5.06 -0.13 3.04
O -5.75 -0.81 2.23
O -5.45 0.31 4.19
C -6.80 0.06 4.71
H -2.27 0.32 1.19
H -3.31 -1.16 1.29
H -2.16 -1.07 2.26
H -7.55 0.47 4.02
H -7.07 0.33 5.72
H -7.13 -0.97 4.54
C 6.72 6.20 -4.34
O 5.52 5.38 -4.32
C 5.24 4.61 -3.21
O 5.99 4.47 -2.17
O 3.99 3.99 -3.22
C 3.78 2.97 -2.24
H 6.40 7.10 -3.81
H 7.00 6.52 -5.34
H 7.63 5.66 -4.07
H 2.71 2.91 -2.04
H 4.33 3.25 -1.34
H 4.15 1.98 -2.53
C -4.82 -4.75 4.23
O -4.41 -3.56 4.90
C -3.31 -2.88 4.64
O -2.49 -3.18 3.81
O -3.24 -1.96 5.57
C -2.22 -0.97 5.55
H -5.42 -5.47 4.80
H -4.07 -5.32 3.69
H -5.46 -4.48 3.39
H -2.73 -0.22 6.15
H -2.15 -0.51 4.57
H -1.31 -1.38 6.00
C 5.38 1.76 -5.73
O 5.11 0.37 -5.32
C 4.05 0.04 -4.65
O 3.17 0.77 -4.03
O 4.10 -1.25 -4.50
C 2.95 -1.84 -4.01
H 5.47 2.42 -4.87
H 4.68 2.10 -6.50
H 6.34 1.59 -6.21
H 3.00 -2.92 -4.02
H 2.12 -1.60 -4.67
H 2.77 -1.50 -2.98
C -0.96 -4.07 0.95
O -1.40 -2.92 0.27
C -1.78 -2.99 -1.02
O -1.95 -4.00 -1.72
O -1.67 -1.81 -1.56
C -1.92 -1.47 -2.91
H -1.76 -4.74 1.27
H -0.47 -3.76 1.87
H -0.20 -4.60 0.37
H -1.17 -1.78 -3.64
H -1.85 -0.38 -2.86
H -2.90 -1.86 -3.17
*
```